{
  "formula": "C4H13N4",
  "method": "ωB97M-V with the def2-TZVPD basis set",
  "symbols": ["C", "H", "H", "N", "H", "N", "H", "C", "C", "H", "H", "N", "C", "H", "H", "H", "H", "H", "H", "N", "H"],
  "coordinates": [[2.13837, 0.73072, -0.04627], [-4.16277, -0.10283, 1.34020], [3.07519, -2.27575, 1.25219], [-3.65814, 0.64474, 0.93723], [1.60699, -1.82131, 2.01308], [-1.32026, -0.02031, -0.14698], [1.81133, 1.94074, -1.78557], [1.90095, 1.96484, -0.79016], [2.21607, -1.65525, 1.03156], [-0.58351, 0.77851, -0.20976], [0.00482, -2.34127, -1.92263], [-1.17456, -1.03842, -0.79036], [2.27143, -0.30531, 0.54966], [1.69302, -2.18879, 0.17617], [-2.45433, 0.37173, 0.25956], [-4.31550, 1.02120, 0.32687], [-3.36643, 1.44845, 1.51375], [1.00529, 2.43938, -0.42516], [0.67282, -0.81519, -1.24753], [-0.14882, -1.36583, -1.44567], [2.78804, 2.58994, -0.59019]],
  "nbo_charge": [-0.049, 0.417, 0.265, -0.991, 0.249, -0.466, 0.234, -0.680, -0.696, 0.347, 0.443, 0.127, -0.007, 0.213, 0.431, 0.397, 0.413, 0.218, 0.394, -0.523, 0.264],
  "multiplicity": 1,
  "homo_ev": -12.91,
  "gap_ev": 9.7645,
  "lumo_ev": -3.15,
  "charge": 1
}


{
  "formula": "C4H13N4",
  "method": "ωB97M-V with the def2-TZVPD basis set",
  "symbols": ["H", "N", "H", "H", "H", "H", "H", "C", "C", "H", "N", "H", "N", "C", "H", "N", "H", "H", "H", "C", "H"],
  "coordinates": [[0.07544, 0.39332, 2.34289], [-1.12355, -0.72897, -0.05419], [0.01817, -1.04456, -2.45984], [-1.44528, -2.28945, 1.14617], [-0.94914, 0.93403, -1.14102], [-0.02700, -0.79065, 0.22428], [-1.39390, -0.27641, -3.40305], [-1.06784, -0.85738, -2.51755], [-1.45694, -0.01416, -1.30613], [-0.03144, 1.96036, 1.74144], [1.44411, -0.49151, 0.56869], [-1.60304, -1.83325, -2.47024], [2.15459, 1.72867, 0.37226], [1.38828, 0.76338, 0.93690], [2.73324, 1.52243, -0.42967], [0.58099, 1.19051, 1.96193], [-2.85359, -1.83700, 0.03845], [2.20118, -0.61995, -0.10357], [2.28533, 2.61058, 0.82853], [-1.85166, -1.68457, 0.39022], [-2.53789, 0.16237, -1.41734]],
  "nbo_charge": [0.395, -0.424, 0.221, 0.212, 0.219, 0.451, 0.249, -0.610, -0.241, 0.400, -0.842, 0.221, -0.801, 0.619, 0.410, -0.799, 0.207, 0.371, 0.416, 0.103, 0.223],
  "multiplicity": 1,
  "homo_ev": -13.55,
  "gap_ev": 9.4136,
  "lumo_ev": -4.13,
  "charge": 1
}


{
  "formula": "C4H13N4O",
  "method": "ωB97M-V with the def2-TZVPD basis set",
  "symbols": ["H", "H", "C", "N", "H", "H", "C", "C", "H", "H", "N", "N", "H", "H", "O", "H", "H", "H", "H", "C", "N", "H"],
  "coordinates": [[1.04420, -1.77076, -1.40214], [1.68601, 2.28911, -1.46638], [0.42284, -1.59311, 0.50536], [0.78411, -1.52011, 1.76791], [-0.30860, -2.17421, 3.40064], [-1.38170, 2.89783, 0.05810], [0.69501, 2.71984, -1.50276], [-0.38967, 1.73509, -1.31115], [0.15494, -0.38561, 3.50133], [2.30234, -1.82790, -0.18537], [-0.84130, -1.39497, 0.06458], [-1.44516, 2.02688, -0.45152], [0.44590, 3.34551, -2.37106], [-1.10154, -0.94248, 2.41401], [-0.37693, 0.60128, -1.77771], [0.71190, 3.53477, -0.77011], [-0.94416, -0.98891, -0.86013], [1.76393, -1.50247, 1.99935], [-2.21569, 1.46587, -0.14428], [-0.17253, -1.21380, 2.87646], [1.35721, -1.61626, -0.45768], [-1.65162, -1.25486, 0.64018]],
  "nbo_charge": [0.435, 0.255, 0.679, -0.552, 0.232, 0.391, -0.729, 0.698, 0.237, 0.414, -0.794, -0.824, 0.270, 0.197, -0.675, 0.233, 0.455, 0.420, 0.405, -0.405, -0.753, 0.411],
  "multiplicity": 1,
  "homo_ev": -13.53,
  "gap_ev": 10.7615,
  "lumo_ev": -2.77,
  "charge": 1
}


{
  "formula": "C4H13N4O",
  "method": "ωB97M-V with the def2-TZVPD basis set",
  "symbols": ["H", "C", "H", "N", "H", "N", "H", "H", "N", "H", "C", "H", "H", "H", "H", "H", "O", "N", "C", "H", "H", "C"],
  "coordinates": [[-1.50046, -1.89910, -2.70385], [0.54527, -0.83646, -1.26879], [0.15397, -0.63453, 2.61330], [-0.64179, 2.50225, 2.34182], [0.29208, 0.59028, 3.97592], [1.58419, -0.17649, -0.78058], [-0.58716, -1.28891, -3.99171], [-1.94354, -0.32973, -3.35585], [0.21661, -2.02349, -0.75207], [0.52509, -2.17525, 0.19425], [0.46691, 0.35068, 2.92232], [1.53802, 0.57132, 2.92100], [-0.61414, -2.51533, -1.02700], [-0.92237, 2.78852, 3.26618], [1.66610, 0.81081, -0.95708], [1.99139, -0.43616, 0.10179], [-0.33067, 0.91268, 0.78764], [-0.16924, -0.28328, -2.24035], [-0.24159, 1.28209, 1.96065], [-1.02031, 3.13488, 1.65334], [0.10835, 0.63101, -2.55662], [-1.11672, -0.97579, -3.10430]],
  "nbo_charge": [0.208, 0.702, 0.231, -0.799, 0.238, -0.736, 0.220, 0.237, -0.766, 0.416, -0.718, 0.246, 0.422, 0.410, 0.420, 0.415, -0.696, -0.540, 0.684, 0.407, 0.416, -0.417],
  "multiplicity": 1,
  "homo_ev": -13.22,
  "gap_ev": 10.5852,
  "lumo_ev": -2.63,
  "charge": 1
}


{
  "formula": "C4H13N5",
  "method": "ωB97M-V with the def2-TZVPD basis set",
  "symbols": ["H", "H", "H", "H", "N", "H", "H", "H", "H", "C", "C", "H", "N", "N", "C", "H", "H", "H", "C", "N", "H", "N"],
  "coordinates": [[-2.75501, -1.10583, 1.01233], [0.90598, 0.64508, -2.58090], [1.91877, 1.73784, -1.63399], [2.14102, -1.33054, 2.13046], [-1.37165, 0.38121, 0.72630], [-1.75245, 2.16839, -0.11949], [-2.75795, 0.17118, 2.26751], [1.52030, -2.19359, 0.68557], [1.54971, 0.80680, 1.19407], [1.51447, -0.05457, 0.53360], [1.69250, 0.68294, -1.82259], [-3.48275, 0.48050, 0.66542], [-1.20544, 1.74209, 0.63146], [-1.65157, -1.36014, -1.24360], [-2.67477, -0.03394, 1.19546], [3.11305, -1.44355, 0.66020], [-0.24646, 1.93796, 0.34480], [-1.11320, -1.84131, -1.98380], [2.09476, -1.33711, 1.04364], [-1.17145, -0.28328, -0.92502], [2.61933, 0.17387, -2.10476], [1.11280, 0.05602, -0.67666]],
  "nbo_charge": [0.219, 0.206, 0.153, 0.209, -0.147, 0.329, 0.212, 0.234, 0.115, 0.244, -0.393, 0.167, -0.629, -0.407, -0.446, 0.228, 0.362, 0.354, -0.680, 0.002, 0.192, -0.525],
  "multiplicity": 1,
  "homo_ev": [-7.65, -7.65],
  "gap_ev": [8.1748, 8.1755],
  "lumo_ev": [0.53, 0.53]
}


{
  "formula": "C4H13N5O",
  "method": "ωB97M-V with the def2-TZVPD basis set",
  "symbols": ["N", "H", "O", "H", "H", "H", "N", "H", "H", "H", "H", "C", "H", "H", "C", "C", "C", "N", "H", "H", "N", "H", "N"],
  "coordinates": [[-0.60732, 0.94728, 0.39483], [-0.18302, -2.08648, 2.53120], [2.04449, -0.71372, -0.64420], [-1.85616, -0.25366, 1.31268], [-2.16279, 1.34278, 1.58661], [-0.07032, 2.01100, 2.11353], [-1.88236, 0.67434, 0.87335], [-1.22321, 0.07191, -1.38522], [-0.64529, -2.00554, -1.46011], [0.89109, -2.52791, -1.68989], [1.93931, -0.11612, -1.42349], [0.76383, -1.06176, -0.29194], [1.22262, 1.92584, -1.51009], [0.10164, 1.39923, -2.87969], [0.42793, 1.28376, -1.85878], [0.23299, 1.91100, 1.07026], [-0.31249, 0.50770, -0.98278], [-0.38786, -1.84776, 1.56920], [-0.57647, -2.66528, 0.98667], [0.19401, 2.87223, 0.55867], [0.23938, -2.17644, -0.99918], [1.25795, 1.53613, 1.05590], [0.59204, -1.02854, 1.07248]],
  "nbo_charge": [-0.333, 0.377, -0.710, 0.352, 0.350, 0.205, -0.668, 0.215, 0.373, 0.390, 0.478, 0.483, 0.203, 0.217, -0.514, -0.420, -0.051, -0.635, 0.369, 0.176, -0.888, 0.209, -0.178],
  "multiplicity": 1,
  "homo_ev": [-6.69, -6.74],
  "gap_ev": [6.4098, 6.7652],
  "lumo_ev": [-0.28, 0.02]
}


{
  "formula": "C4H13N5O2",
  "method": "ωB97M-V with the def2-TZVPD basis set",
  "symbols": ["H", "H", "H", "H", "N", "H", "C", "H", "C", "O", "H", "H", "H", "C", "O", "H", "N", "H", "N", "N", "C", "N", "H", "H"],
  "coordinates": [[3.80701, -0.93918, 0.90811], [2.60370, 1.62328, -0.13320], [0.11593, -2.10763, 0.37527], [-1.93615, -3.26620, 0.46449], [1.63458, 1.32933, -0.17135], [-2.69810, 2.30283, 0.10308], [1.25027, 0.06008, -0.11595], [-3.13267, -0.97448, -0.32763], [-0.57379, -0.21450, -0.38849], [-3.07142, -1.87886, 0.03828], [-0.50458, 0.06032, -1.54222], [-1.50792, 0.60454, 1.20057], [3.81121, -0.59195, -0.63178], [-1.72289, 2.01151, -0.21974], [-0.65963, 2.78602, 0.17934], [3.46009, -2.30576, 0.01260], [1.77879, -1.13154, 0.01586], [-1.83750, 2.23667, -1.22454], [-0.74643, -1.63091, 0.00808], [3.22092, -1.28533, 0.07608], [-1.89111, -2.30556, 0.10591], [-1.60314, 0.65723, 0.23429], [-0.68196, 2.85639, 1.20118], [0.88482, 2.10371, -0.16824]],
  "nbo_charge": [0.442, 0.420, 0.481, 0.222, -0.798, 0.210, 0.482, 0.535, 0.100, -0.525, 0.260, 0.384, 0.445, 0.050, -0.704, 0.474, -0.464, 0.219, -0.577, -0.577, 0.594, -0.646, 0.497, 0.476],
  "multiplicity": 1,
  "homo_ev": -17.50,
  "gap_ev": 10.5867,
  "lumo_ev": -6.92,
  "smiles": "N/C(=N\\[NH3+])[C@H](NCO)/[NH+]=C\\O",
  "charge": 2
}


{
  "formula": "C4H13N6",
  "method": "ωB97M-V with the def2-TZVPD basis set",
  "symbols": ["N", "N", "H", "C", "C", "H", "H", "H", "N", "N", "H", "H", "H", "C", "N", "H", "N", "H", "C", "H", "H", "H", "H"],
  "coordinates": [[-1.95871, 0.48144, 0.06730], [-3.39240, 0.35512, 0.13995], [-3.95177, 1.16892, -0.04156], [1.10794, 2.31107, 0.16080], [-0.03943, 1.41049, -0.16057], [1.08464, 3.32172, -0.23432], [0.79267, -0.42711, 0.23647], [1.24971, 2.50002, 1.29777], [-1.79119, -1.52086, -1.07014], [0.67142, -0.42746, -1.78118], [2.35399, -2.13828, 1.49420], [-2.78550, -1.64437, -0.95735], [2.02850, 1.74535, -0.23768], [0.15060, -0.02451, -0.60546], [1.64793, -1.31701, 1.50323], [-3.60349, -0.11229, 1.00664], [-1.23179, 1.63048, 0.26840], [1.73262, -0.62151, -1.87440], [-1.26828, -0.53725, -0.36776], [1.90564, -0.87062, 2.30519], [-1.19304, -2.17538, -1.45328], [0.79246, -1.67782, 1.77894], [0.36946, -0.07703, -2.66203]],
  "nbo_charge": [-0.054, -0.661, 0.414, -0.680, 0.291, 0.267, 0.343, 0.261, -0.717, -0.838, 0.392, 0.434, 0.231, -0.237, -1.044, 0.385, -0.237, 0.409, 0.491, 0.370, 0.429, 0.356, 0.394],
  "multiplicity": 1,
  "homo_ev": -13.13,
  "gap_ev": 9.8371,
  "lumo_ev": -3.29,
  "charge": 1
}


Look up the multiplicity of the first one.
1